{
  "formula": "C23H24ClN2RhS2",
  "method": "ωB97M-V/def2-TZVPD",
  "multiplicity": 5,
  "s2": 6.034,
  "charge": 0,
  "largest_force_ev_per_a": 3.07,
  "lumo_ev": [0.4, -1.8],
  "orbital_gap_ev": [6.0, 5.4],
  "species": ["Rh", "C", "N", "C", "C", "N", "C", "C", "C", "C", "C", "C", "C", "S", "C", "C", "C", "C", "C", "C", "S", "H", "H", "H", "H", "H", "H", "H", "H", "H", "H", "H", "H", "H", "H", "H", "H", "H", "H", "Cl", "C", "C", "C", "C", "C", "C", "C", "H", "H", "H", "H", "H", "H"],
  "positions_angstrom": [[0.281, 0.680, 0.120], [3.257, 1.296, 0.247], [2.380, 0.077, 0.575], [2.725, -0.928, -0.454], [2.210, -0.525, -1.899], [0.748, -0.047, -1.894], [0.770, 1.195, -2.759], [-0.245, -1.001, -2.314], [-0.621, -1.308, -3.631], [-1.698, -2.108, -3.884], [-2.575, -2.535, -2.912], [-2.221, -2.220, -1.629], [-1.021, -1.559, -1.267], [-0.714, -1.479, 0.440], [2.544, -0.346, 1.988], [3.556, -1.236, 2.356], [3.525, -1.768, 3.686], [2.580, -1.268, 4.594], [1.758, -0.190, 4.244], [1.643, 0.187, 2.934], [0.429, 1.214, 2.382], [4.295, 1.006, 0.324], [2.970, 2.057, 1.014], [3.050, 1.615, -0.754], [2.291, -1.920, -0.223], [3.817, -0.961, -0.551], [2.325, -1.287, -2.684], [2.682, 0.439, -2.145], [1.242, 1.053, -3.735], [1.237, 1.986, -2.186], [-0.300, 1.546, -2.879], [-0.056, -0.832, -4.438], [-1.849, -2.500, -4.894], [-3.480, -3.057, -3.158], [-2.855, -2.379, -0.784], [4.330, -1.540, 1.652], [4.312, -2.580, 3.893], [2.420, -1.699, 5.601], [1.437, 0.392, 5.084], [-1.568, 3.700, 1.611], [-2.837, 2.488, 1.375], [-3.822, 2.196, 2.293], [-4.813, 1.307, 1.927], [-4.782, 0.687, 0.672], [-3.755, 0.874, -0.194], [-2.707, 1.777, 0.137], [-1.467, 1.682, -0.606], [-3.797, 2.651, 3.258], [-5.617, 0.958, 2.534], [-5.574, -0.018, 0.428], [-3.785, 0.438, -1.157], [-1.188, 2.716, -0.832], [-1.467, 1.074, -1.502]],
  "atomic_forces_ev_per_a": [[-1.2, -0.5, 2.3], [-1.4, -0.6, 2.2], [1.9, 0.7, -0.5], [-0.5, -0.7, -1.1], [-1.1, 1.2, 1.3], [1.9, 0.3, -2.4], [-2.3, -0.3, 0.2], [-1.2, -0.6, 1.0], [1.5, 1.2, 0.6], [-0.4, -1.1, -1.9], [0.6, 0.4, 0.4], [0.5, 0.5, 1.0], [-0.8, -0.6, -1.4], [0.6, 0.7, 0.2], [0.7, -0.6, -1.3], [-0.8, 0.1, 1.2], [0.9, -0.6, -1.0], [0.4, -0.5, 0.1], [1.4, -0.9, 1.2], [1.0, -0.4, -1.2], [-1.3, 1.5, 0.3], [0.5, 0.1, 0.2], [0.5, -0.3, -0.9], [-0.2, 0.4, -0.3], [0.4, 0.6, 0.3], [0.0, -0.5, 0.0], [0.4, 0.2, 0.5], [0.6, -1.0, -0.3], [0.0, 0.0, 0.1], [0.5, 0.2, 0.0], [1.3, -0.5, -0.2], [-0.2, -0.4, 0.1], [-0.1, 0.6, 0.1], [-0.2, -0.2, 0.0], [-0.5, -0.6, 0.3], [-0.3, -0.1, 0.2], [-1.6, 1.4, 0.1], [0.7, 0.4, -0.6], [-1.2, 0.1, 0.0], [-0.6, -0.2, 0.6], [1.0, -0.5, -1.9], [0.0, 0.3, -0.3], [0.0, -0.9, -1.0], [-0.8, -0.3, 0.8], [0.7, 1.6, 0.6], [-0.7, -1.6, 1.3], [0.2, 2.0, -0.6], [-0.1, 0.3, 0.5], [-0.3, 0.4, 0.9], [0.0, 0.2, 0.0], [0.3, -0.6, -0.8], [0.6, -0.1, -0.4], [-1.0, 0.1, -0.2]]
}

---

{
  "formula": "C3H10N4O",
  "method": "ωB97M-V/def2-TZVPD",
  "multiplicity": 1,
  "charge": 0,
  "largest_force_ev_per_a": 0.76,
  "e_above_lowest_kcal_mol": 141.0,
  "lumo_ev": [-0.4, -0.4],
  "orbital_gap_ev": [6.8, 6.8],
  "species": ["C", "C", "N", "N", "C", "N", "O", "N", "H", "H", "H", "H", "H", "H", "H", "H", "H", "H"],
  "positions_angstrom": [[-0.112, 1.222, 0.667], [-0.345, 0.880, -1.832], [-0.441, -1.198, -0.804], [0.011, -0.383, -1.830], [0.116, -0.735, 0.522], [1.559, -0.879, 0.420], [-1.412, 1.292, 1.125], [-0.648, -1.181, 1.504], [-1.550, 0.388, 1.531], [-1.453, -1.141, -0.741], [0.947, -0.628, -2.128], [2.018, -0.374, 1.167], [1.804, -1.862, 0.506], [-0.108, -1.460, 2.316], [0.655, 1.264, 1.450], [0.081, 2.080, 0.021], [0.193, 1.575, -2.464], [-1.315, 1.139, -1.430]],
  "atomic_forces_ev_per_a": [[0.1, -0.7, -0.3], [0.1, -0.7, 0.1], [0.0, 0.1, -0.1], [0.0, 0.6, 0.4], [-0.1, 0.5, 0.0], [-0.1, 0.0, -0.1], [0.0, -0.1, 0.0], [0.1, -0.1, -0.2], [0.1, 0.1, -0.1], [0.0, 0.0, 0.0], [-0.1, 0.0, 0.0], [-0.1, 0.0, 0.0], [-0.1, 0.0, 0.0], [0.0, 0.1, -0.1], [0.0, 0.0, 0.0], [0.0, 0.1, -0.1], [0.0, 0.0, 0.0], [0.0, 0.0, 0.1]]
}

---

{
  "formula": "C3H10OS2",
  "method": "ωB97M-V/def2-TZVPD",
  "multiplicity": 1,
  "charge": 0,
  "largest_force_ev_per_a": 0.69,
  "e_above_lowest_kcal_mol": 15.1,
  "lumo_ev": 0.6,
  "orbital_gap_ev": 9.6,
  "species": ["C", "C", "O", "H", "H", "H", "H", "H", "H", "C", "S", "S", "H", "H", "H", "H"],
  "positions_angstrom": [[-2.352, -0.769, -1.135], [-2.455, 0.725, -1.485], [-1.536, 1.121, -2.488], [-2.388, -0.923, -0.057], [-1.362, -1.103, -1.448], [-3.124, -1.364, -1.613], [-3.464, 0.980, -1.793], [-2.229, 1.316, -0.606], [-1.449, 0.443, -3.157], [3.166, 0.793, 1.485], [2.223, -0.749, 1.288], [2.031, -1.346, 3.261], [3.532, 1.005, 0.480], [2.525, 1.597, 1.839], [3.969, 0.635, 2.178], [2.912, -2.360, 3.252]],
  "atomic_forces_ev_per_a": [[0.3, 0.5, 0.1], [0.0, -0.6, 0.1], [0.3, 0.5, 0.1], [-0.2, 0.0, 0.0], [0.0, -0.2, 0.0], [0.0, -0.1, -0.1], [-0.3, 0.1, -0.1], [0.2, 0.2, 0.1], [-0.2, -0.3, -0.1], [-0.5, -0.2, -0.4], [0.0, 0.0, 0.4], [-0.2, 0.0, -0.2], [0.1, 0.2, 0.1], [0.0, 0.0, -0.1], [0.5, -0.1, 0.2], [0.1, 0.1, 0.0]]
}

---

{
  "formula": "C2H3CuFO",
  "method": "ωB97M-V/def2-TZVPD",
  "multiplicity": 1,
  "charge": 1,
  "largest_force_ev_per_a": 4.87,
  "e_above_lowest_kcal_mol": 18.7,
  "lumo_ev": -5.8,
  "orbital_gap_ev": 9.8,
  "species": ["H", "C", "C", "O", "H", "F", "H", "Cu"],
  "positions_angstrom": [[-1.240, -0.463, 1.064], [-0.188, -0.907, 0.599], [-0.773, -0.970, -0.760], [-1.301, 0.142, -0.983], [0.406, -1.797, 0.837], [0.647, 0.219, 0.599], [-1.301, -1.901, -1.023], [0.185, 1.807, -0.957]],
  "atomic_forces_ev_per_a": [[3.0, -2.3, 0.3], [-0.7, 1.0, 0.2], [-3.9, 2.2, 1.8], [1.5, -0.8, -2.9], [-0.5, 0.4, 1.0], [0.6, 0.1, 0.4], [0.7, 0.0, -1.1], [-0.5, -0.6, 0.2]]
}

---

{
  "formula": "H2P2S",
  "method": "ωB97M-V/def2-TZVPD",
  "multiplicity": 1,
  "charge": 0,
  "largest_force_ev_per_a": 1.79,
  "e_above_lowest_kcal_mol": 0.0,
  "lumo_ev": -1.6,
  "orbital_gap_ev": 7.0,
  "species": ["P", "P", "S", "H", "H"],
  "positions_angstrom": [[-1.084, -0.145, 0.230], [0.665, 1.216, 0.522], [2.265, 0.155, 0.578], [-0.509, -1.342, -0.256], [-1.337, 0.115, -1.073]],
  "atomic_forces_ev_per_a": [[0.1, -0.8, 1.0], [0.2, -0.3, -0.3], [-0.2, 0.1, 0.1], [0.4, -0.1, 0.5], [-0.5, 1.1, -1.4]]
}

---

{
  "formula": "C5H6O",
  "method": "ωB97M-V/def2-TZVPD",
  "multiplicity": 1,
  "charge": 0,
  "largest_force_ev_per_a": 1.41,
  "e_above_lowest_kcal_mol": 43.3,
  "lumo_ev": 0.3,
  "orbital_gap_ev": 10.1,
  "species": ["C", "C", "C", "C", "C", "O", "H", "H", "H", "H", "H", "H"],
  "positions_angstrom": [[1.647, -1.560, -0.183], [0.824, -0.569, -0.329], [-0.209, 0.211, -0.112], [-0.114, 1.555, 0.544], [-1.520, -0.319, -0.549], [-2.545, 0.323, -0.515], [1.247, -2.013, 0.721], [2.457, -1.940, -0.804], [0.798, 1.634, 1.143], [-0.094, 2.327, -0.229], [-0.985, 1.733, 1.179], [-1.506, -1.384, -0.867]],
  "atomic_forces_ev_per_a": [[-0.5, 0.0, 0.1], [-0.2, 0.1, 0.0], [0.1, 0.1, -0.3], [0.0, 0.2, 0.0], [-0.3, 0.2, -0.1], [0.3, -0.2, 0.0], [1.1, -0.9, 0.2], [-0.4, 0.2, 0.2], [-0.2, 0.0, -0.1], [0.0, 0.1, 0.1], [0.1, 0.0, -0.1], [0.0, 0.2, -0.1]]
}

---

{
  "formula": "C19H38NO3OsP3",
  "method": "ωB97M-V/def2-TZVPD",
  "multiplicity": 5,
  "s2": 6.034,
  "charge": 4,
  "largest_force_ev_per_a": 10.44,
  "e_above_lowest_kcal_mol": 15.1,
  "lumo_ev": [-13.1, -14.4],
  "orbital_gap_ev": [5.6, 5.9],
  "species": ["P", "C", "H", "H", "H", "C", "H", "H", "H", "C", "H", "H", "H", "P", "C", "H", "H", "H", "C", "H", "H", "H", "C", "H", "H", "H", "P", "C", "H", "H", "H", "C", "H", "H", "H", "C", "H", "H", "H", "Os", "C", "O", "C", "O", "C", "C", "C", "C", "C", "C", "H", "H", "H", "H", "H", "H", "C", "C", "N", "O", "H", "H", "H", "H", "H"],
  "positions_angstrom": [[4.013, -1.187, 0.151], [4.338, -0.869, 1.932], [5.199, -1.451, 2.295], [3.425, -1.146, 2.486], [4.505, 0.214, 2.054], [4.638, -2.897, -0.106], [4.638, -3.087, -1.192], [3.917, -3.582, 0.372], [5.644, -3.019, 0.320], [5.317, -0.166, -0.626], [6.284, -0.676, -0.618], [5.375, 0.788, -0.091], [5.013, 0.039, -1.660], [-1.436, 3.752, -0.719], [-1.598, 4.257, 1.022], [-2.385, 5.041, 1.052], [-0.642, 4.639, 1.442], [-1.917, 3.360, 1.586], [-0.519, 5.092, -1.540], [-0.614, 5.021, -2.633], [0.549, 5.018, -1.284], [-0.927, 6.043, -1.175], [-3.137, 3.762, -1.346], [-3.531, 4.768, -1.134], [-3.718, 2.997, -0.803], [-3.181, 3.538, -2.424], [-2.873, -2.271, 0.512], [-3.486, -2.855, 2.101], [-4.008, -3.822, 1.986], [-4.193, -2.125, 2.534], [-2.645, -2.991, 2.804], [-4.135, -2.143, -0.756], [-5.053, -2.654, -0.428], [-3.776, -2.616, -1.684], [-4.356, -1.084, -0.955], [-1.517, -3.275, -0.097], [-1.739, -4.336, 0.106], [-0.584, -2.986, 0.416], [-1.405, -3.140, -1.183], [0.015, 1.166, -1.717], [0.301, 1.713, 0.015], [0.599, 2.006, 1.142], [-2.257, -0.568, 0.774], [-2.013, 0.460, 1.281], [-1.416, 0.904, -3.148], [-0.980, -0.324, -2.643], [0.385, -0.612, -2.547], [1.317, 0.337, -2.979], [0.875, 1.558, -3.495], [-0.487, 1.852, -3.568], [-2.474, 1.125, -3.244], [-1.710, -1.059, -2.333], [0.725, -1.550, -2.118], [2.377, 0.134, -2.883], [1.587, 2.294, -3.840], [-0.831, 2.788, -3.999], [0.525, -2.845, 3.976], [0.529, -1.686, 3.018], [0.427, -0.454, 3.587], [0.596, -1.807, 1.779], [1.155, -2.637, 4.854], [0.900, -3.737, 3.462], [-0.500, -3.046, 4.331], [0.446, 0.362, 2.988], [0.429, -0.329, 4.590]],
  "atomic_forces_ev_per_a": [[3.9, -0.9, 1.6], [-1.6, 0.6, 0.0], [-0.2, 0.0, -0.4], [0.5, 0.1, 0.1], [0.0, -0.5, 0.1], [-1.7, -0.2, -0.7], [0.2, -0.1, 0.4], [0.5, 0.0, -0.2], [-0.3, 0.4, 0.0], [-1.3, 0.9, -0.7], [-0.2, -0.2, 0.1], [0.1, -0.2, -0.1], [0.5, 0.0, 0.0], [0.4, 0.4, -0.5], [0.5, -0.8, 0.3], [0.4, -0.4, 0.0], [-0.6, -0.2, -0.3], [0.0, 0.6, 0.0], [0.4, -0.6, -0.2], [-0.1, 0.1, 0.3], [-0.4, 0.2, 0.0], [0.0, -0.1, -0.1], [0.1, -0.8, -0.1], [0.0, -0.3, -0.1], [0.1, 0.4, -0.2], [0.0, 0.3, 0.4], [-0.2, 0.1, 1.5], [-0.3, -0.5, 0.2], [0.2, 0.3, 0.0], [0.2, -0.2, -0.3], [-0.3, 0.1, -0.4], [-0.3, 0.4, -0.2], [0.3, 0.2, 0.0], [-0.1, 0.1, 0.4], [-0.1, -0.4, 0.1], [0.5, 0.3, -0.1], [-0.1, 0.3, 0.0], [-0.3, -0.2, 0.0], [-0.1, -0.1, 0.4], [-2.2, 6.1, 8.2], [2.1, 2.0, 8.2], [-1.2, -1.2, -4.7], [0.7, -0.3, -1.8], [-0.5, -0.6, 0.5], [-2.5, -0.7, -2.0], [-2.0, -2.7, -1.4], [0.8, -3.3, -1.0], [2.6, -1.5, -1.9], [1.8, 1.2, -3.1], [-0.6, 1.2, -3.1], [0.1, 0.0, 0.3], [0.0, 0.1, 0.2], [-0.1, 0.2, 0.0], [-0.1, 0.1, 0.0], [0.1, 0.1, 0.2], [0.2, 0.0, 0.3], [0.1, -0.3, -0.1], [-0.1, 0.8, 0.1], [0.1, -0.5, -0.4], [-0.1, 0.1, 0.4], [-0.3, -0.1, -0.2], [-0.1, 0.2, 0.2], [0.4, 0.1, -0.1], [0.0, -0.2, 0.3], [0.0, 0.0, -0.2]]
}

---

{
  "formula": "C8H9N2O4P",
  "method": "ωB97M-V/def2-TZVPD",
  "multiplicity": 1,
  "charge": -2,
  "largest_force_ev_per_a": 6.42,
  "e_above_lowest_kcal_mol": 45.4,
  "lumo_ev": 5.5,
  "orbital_gap_ev": 7.0,
  "species": ["N", "C", "C", "C", "C", "C", "C", "P", "O", "O", "N", "C", "C", "O", "O", "H", "H", "H", "H", "H", "H", "H", "H", "H"],
  "positions_angstrom": [[-1.819, 2.323, -0.533], [-1.944, 0.967, -0.398], [-3.197, 0.347, -0.351], [-3.271, -1.055, -0.013], [-2.159, -1.742, 0.240], [-0.885, -1.104, 0.254], [-0.804, 0.231, -0.143], [1.001, 1.377, -0.340], [1.005, 2.416, 0.820], [0.874, 1.848, -1.764], [2.164, 0.264, -0.192], [2.727, -0.381, 0.963], [3.924, -1.336, 0.567], [4.045, -1.840, -0.569], [4.866, -1.482, 1.392], [-2.446, 2.885, -1.112], [-0.919, 2.381, -1.068], [-4.134, 0.793, -0.704], [-4.265, -1.599, -0.058], [-2.096, -2.740, 0.559], [-0.091, -1.647, 0.442], [2.364, -0.382, -0.929], [3.217, 0.458, 1.531], [1.844, -0.980, 1.407]],
  "atomic_forces_ev_per_a": [[1.8, 1.6, -2.0], [-2.9, -0.8, 0.6], [-0.3, -2.1, -0.1], [-2.8, 1.7, -1.3], [3.1, 0.2, 1.0], [-4.9, 3.6, -2.1], [3.4, 0.3, 0.7], [-2.4, 1.4, 2.2], [0.2, -2.5, -2.2], [-0.1, -0.2, 0.3], [1.0, -0.8, -0.7], [-0.1, 0.2, 0.7], [2.1, -0.2, 0.0], [-2.0, 0.3, -1.0], [-1.0, 0.6, 1.3], [-0.5, -0.9, 0.4], [-0.4, 0.9, 0.8], [0.4, 0.3, 0.3], [1.1, 0.8, 0.1], [-0.6, -1.5, 0.2], [4.0, -2.5, 1.0], [-0.2, 0.0, -1.3], [-0.9, -1.3, 0.5], [1.8, 0.8, 0.5]]
}